C78H123F9N4O46 | ωB97M-V with the def2-TZVPD basis set

```
260
Properties=species:S:1:pos:R:3:forces:R:3:lowdin_charge:R:1
C -38.091030 -15.035340 21.017890 -0.290 -0.241 -0.059 -0.013
C -38.574070 -14.744920 22.448380 1.416 0.099 0.730 -0.478
C -38.019600 -15.765500 23.486460 0.529 0.503 0.056 -0.146
C -36.536940 -15.615130 23.828180 -1.067 0.787 -0.673 -0.180
C -36.185530 -14.145430 24.160690 -0.533 0.674 -1.384 -0.087
C -36.879630 -12.966650 23.302550 3.507 0.264 -0.963 -0.435
N -38.176610 -13.346880 22.910430 -1.524 -2.083 0.837 -0.134
O -38.802900 -12.412980 22.145980 -1.334 1.329 -0.172 -0.013
C -36.805600 -11.566750 24.106510 -1.670 -1.775 -1.644 -0.002
C -35.896410 -12.661050 22.046640 -0.538 -0.604 0.934 -0.030
C -40.050020 -14.870660 22.549320 -1.840 0.526 1.152 -0.067
H -37.925470 -14.075500 20.528600 0.759 -0.293 -0.213 0.070
H -38.803560 -15.527490 20.355930 -0.607 0.001 0.394 0.080
H -37.279810 -15.763310 21.026960 0.662 0.698 -0.166 0.077
H -38.565420 -15.620300 24.418710 -0.359 -0.214 -0.089 0.116
H -38.152070 -16.768960 23.081960 -0.470 -0.096 0.142 0.119
H -36.019420 -15.985110 22.943090 0.591 0.306 -0.021 0.091
H -36.277030 -16.289270 24.644320 0.057 0.090 0.124 0.104
H -35.134110 -14.102470 23.876490 0.223 0.583 0.918 0.088
H -36.437950 -13.840960 25.176400 0.481 -0.547 0.270 0.103
H -37.337410 -11.712900 25.046680 0.855 0.265 0.509 0.082
H -35.811900 -11.130410 24.005190 -0.047 -0.309 0.952 0.069
H -37.461780 -10.884010 23.566690 -0.010 0.044 -0.185 0.072
H -35.762130 -13.481370 21.341560 -0.146 -0.245 0.125 0.068
H -36.212470 -11.790080 21.472520 0.064 0.172 0.161 0.075
H -34.927050 -12.485600 22.513180 0.049 0.289 -0.315 0.049
H -40.354780 -14.670380 23.576510 0.174 0.297 0.281 0.084
H -40.433670 -15.885010 22.439810 0.301 -0.101 -0.740 0.091
H -40.639540 -14.143380 21.991080 0.240 -0.249 -0.509 0.087
H -38.404300 -12.320660 21.277540 0.608 -0.180 -0.440 0.084
C -24.294810 -13.711250 23.179680 1.058 -0.552 -1.640 -0.038
C -23.886910 -12.826220 24.324840 -1.777 -0.409 0.665 -0.479
C -24.668010 -13.401180 25.557860 -0.593 -2.973 -1.534 -0.123
C -23.946130 -14.604740 26.208430 1.048 2.446 2.843 -0.176
C -22.632290 -14.002150 26.694070 1.138 -0.775 -2.389 -0.131
C -21.727930 -13.828200 25.356190 0.501 2.488 1.610 -0.447
N -22.422110 -12.815340 24.479030 -1.876 -1.433 4.041 -0.146
O -21.700110 -12.365610 23.422420 0.405 0.164 -1.564 0.009
C -20.443400 -13.093820 25.840200 -0.365 0.394 0.643 -0.051
C -21.316380 -15.114300 24.691050 0.079 -0.137 -1.286 -0.040
C -24.460630 -11.416390 24.172500 0.778 0.984 0.210 -0.021
H -23.644170 -13.390900 22.365950 -0.286 -0.037 -0.614 0.090
H -25.326830 -13.783350 22.836410 -0.068 0.704 0.418 0.063
H -23.989960 -14.746530 23.332480 0.060 -0.156 0.406 0.082
H -25.318780 -12.722800 26.109570 1.247 0.449 1.029 0.111
H -25.494430 -14.006530 25.185460 -0.446 0.459 -1.195 0.083
H -23.684140 -15.515550 25.670020 -0.846 0.286 -0.467 0.106
H -24.433660 -14.836500 27.155370 -0.715 -0.613 -0.255 0.092
H -22.131550 -14.677320 27.387970 0.391 0.021 -0.049 0.112
H -22.794170 -13.036220 27.172470 0.153 0.079 -0.096 0.109
H -19.601600 -13.005760 25.153390 -0.113 -0.511 -0.117 0.079
H -20.683180 -12.065510 26.110730 -0.329 0.128 -0.201 0.080
H -20.151360 -13.504460 26.806740 0.476 -0.453 -0.191 0.074
H -20.565610 -15.715790 25.203560 -0.410 -0.025 0.600 0.089
H -22.152750 -15.707460 24.321260 0.032 -0.242 0.299 0.065
H -20.774380 -14.835350 23.787450 -0.039 0.198 -0.256 0.086
H -23.907300 -10.771310 23.490010 -0.111 -0.224 -0.641 0.076
H -24.342460 -10.861090 25.102970 -0.032 -0.192 0.381 0.083
H -25.520270 -11.364720 23.922280 0.063 -0.342 -0.250 0.084
H -21.914070 -11.430050 23.445950 0.516 0.360 -0.263 0.101
C -27.177210 -9.270760 29.441150 -0.634 0.498 -0.196 -0.002
C -27.995460 -8.163200 30.131660 0.743 0.758 -2.164 -0.514
C -27.699070 -8.196880 31.576970 0.497 1.352 3.691 -0.141
C -26.475610 -7.364580 32.126860 -0.402 -1.344 -1.641 -0.164
C -26.590070 -5.984610 31.569510 0.114 -0.633 -1.269 -0.132
C -26.498610 -6.056790 29.971720 -1.485 0.763 -0.514 -0.396
N -27.741080 -6.812610 29.526550 -0.320 1.324 1.719 -0.083
O -27.996580 -6.702170 28.105910 0.822 -0.755 1.980 -0.016
C -26.688820 -4.580150 29.486890 1.257 -0.020 -0.340 -0.025
C -25.208570 -6.661460 29.310130 -0.513 0.277 0.639 -0.011
C -29.460280 -8.503390 29.974310 -1.451 -0.073 -0.630 -0.029
H -27.265730 -9.101330 28.368050 -0.227 -0.778 -0.189 0.078
H -27.718360 -10.147930 29.795880 0.614 -0.484 -0.661 0.065
H -26.107570 -9.301330 29.648640 -0.168 -0.041 0.475 0.072
H -28.589140 -7.841050 32.095870 -0.147 0.044 0.224 0.118
H -27.499170 -9.196290 31.963400 -0.385 -0.387 -0.458 0.118
H -25.694400 -7.949170 31.640990 0.939 0.493 0.417 0.090
H -26.286440 -7.341440 33.200070 -0.525 -0.499 0.009 0.117
H -25.934650 -5.281680 32.083710 0.438 0.110 -0.630 0.118
H -27.601680 -5.665870 31.820840 -0.151 0.375 -0.332 0.116
H -27.294490 -4.348230 28.610820 -0.405 -0.718 0.116 0.064
H -26.950470 -3.871840 30.272970 -0.137 -0.258 0.137 0.078
H -25.691770 -4.304920 29.143040 0.134 0.521 0.201 0.046
H -25.333040 -6.793830 28.235380 -0.422 0.048 -0.143 0.070
H -24.362110 -5.978420 29.381300 0.105 -0.120 0.425 0.080
H -24.957200 -7.646860 29.702420 0.209 0.252 0.141 0.057
H -30.240910 -7.814420 30.296880 0.710 0.787 0.949 0.088
H -29.682570 -9.409350 30.538150 -0.017 -0.332 -0.387 0.079
H -29.824760 -8.536640 28.947600 0.698 -0.851 -0.447 0.078
H -27.389370 -7.384980 27.811530 -0.039 -0.185 -1.179 0.052
C -29.096940 -15.472410 21.161150 0.988 0.302 -0.991 -0.017
C -27.744290 -15.007880 20.430650 -0.624 1.180 2.044 -0.427
C -26.557970 -15.647650 21.196460 -0.774 -3.502 -0.930 -0.121
C -26.336270 -17.116160 20.649650 0.951 0.885 -1.133 -0.152
C -26.130340 -17.066950 19.083280 0.138 0.477 1.428 -0.121
C -27.340280 -16.461530 18.306640 0.726 -0.467 0.933 -0.499
N -27.623000 -15.142480 18.955210 2.381 -2.200 1.578 -0.126
O -28.614960 -14.545380 18.254670 -1.889 1.118 -0.477 0.001
C -26.840960 -16.166830 16.909360 -0.487 0.017 -0.752 -0.051
C -28.529930 -17.454950 18.341430 -0.213 0.982 0.160 -0.010
C -27.587300 -13.515550 20.795630 0.923 0.293 -1.018 -0.054
H -28.994130 -16.534730 21.382520 -0.639 -0.193 -0.292 0.058
H -29.936620 -15.136000 20.552970 -0.224 -0.679 -0.269 0.081
H -29.266030 -14.975220 22.116300 0.559 0.153 0.081 0.061
H -25.621270 -15.090250 21.194910 -0.222 -0.046 -0.310 0.099
H -26.813400 -15.959050 22.209320 -0.308 1.276 0.445 0.104
H -27.032430 -17.892340 20.967430 -1.312 0.572 -0.420 0.095
H -25.534530 -17.587750 21.217900 1.099 0.474 -0.509 0.096
H -25.723620 -18.030730 18.777000 -0.735 -0.198 -0.610 0.111
H -25.351450 -16.363330 18.789450 0.457 0.116 0.700 0.109
H -26.148140 -15.332670 16.798510 0.551 -0.280 0.721 0.088
H -26.406930 -17.107850 16.571430 0.091 0.189 -0.552 0.089
H -27.622140 -15.813740 16.236160 -0.417 -0.616 0.006 0.077
H -28.960230 -17.231770 19.317710 -0.475 -0.557 -0.092 0.053
H -29.263750 -17.249090 17.562180 -0.086 0.253 0.091 0.079
H -28.303550 -18.518020 18.259290 0.495 0.121 0.115 0.083
H -28.029080 -12.799040 20.103140 -0.945 -0.060 0.363 0.073
H -26.544010 -13.243670 20.635230 0.310 -0.096 0.235 0.081
H -27.797130 -13.336980 21.850240 -0.255 0.154 -0.193 0.069
H -28.309330 -13.638410 18.179830 -0.200 0.241 -0.326 0.108
C -27.638220 -7.217580 22.900340 -0.254 0.796 -1.979 -0.114
C -27.723810 -7.011210 21.392350 1.742 0.923 -0.125 -0.135
O -27.929700 -8.317130 20.889130 -1.157 -0.797 -0.275 0.068
C -27.494000 -9.221340 21.804330 0.504 2.206 0.134 -0.530
O -27.424870 -10.390010 21.655350 -0.111 -0.458 0.120 0.170
O -27.033200 -8.508160 22.895120 -0.446 -0.984 0.786 0.041
H -28.652120 -7.184450 23.299100 0.186 -0.422 0.629 0.132
H -27.004980 -6.418190 23.285170 0.084 -0.525 0.567 0.131
H -26.749780 -6.727540 20.993730 0.501 0.022 0.288 0.129
H -28.304240 -6.168340 21.017180 -1.163 -0.853 0.020 0.127
C -24.246160 -4.389930 26.525490 -1.591 -0.912 -0.194 -0.109
C -25.630170 -4.099580 25.772080 2.256 0.873 2.719 -0.143
O -25.245940 -3.403960 24.606400 2.902 -0.683 0.142 0.018
C -23.788660 -3.277800 24.654970 -0.261 0.330 -4.389 -0.458
O -23.168220 -2.949210 23.645630 -1.754 -0.477 3.219 0.121
O -23.245870 -3.679670 25.800560 -0.942 0.007 0.315 0.085
H -24.121780 -5.471080 26.464260 0.823 -0.004 -0.354 0.113
H -24.307060 -4.220400 27.600500 0.447 0.864 -0.240 0.098
H -26.137370 -3.371390 26.405000 -0.812 -0.609 -0.215 0.106
H -26.009510 -5.121320 25.755910 -1.051 0.552 -1.057 0.122
C -30.910910 -18.563690 31.679950 0.395 1.821 1.491 -0.092
C -31.270840 -17.120670 32.161650 -0.259 -2.028 0.612 -0.085
O -31.162460 -16.390240 30.972910 0.597 3.469 0.909 0.090
C -31.053350 -17.138600 29.928530 -0.800 -1.457 -0.780 -0.623
O -31.007720 -16.846720 28.774750 0.329 0.881 -0.355 0.146
O -31.165600 -18.394880 30.309210 0.007 -3.219 -0.472 0.090
H -31.539140 -19.227000 32.274460 -0.157 -0.502 -0.962 0.136
H -29.861750 -18.811360 31.841270 -0.150 -0.093 -0.128 0.103
H -30.667260 -16.757940 32.993650 0.036 0.351 -0.460 0.133
H -32.322990 -17.195290 32.436470 -0.061 0.584 0.162 0.134
C -29.761830 -13.512200 31.043360 -0.039 1.520 1.474 -0.085
C -28.645630 -12.453620 31.142210 -1.055 0.475 -1.087 -0.114
O -27.680810 -13.050180 31.929050 2.557 -0.812 0.943 0.054
C -28.150490 -14.075030 32.631100 0.221 -1.016 -1.286 -0.532
O -27.490550 -14.775800 33.364530 -1.240 1.004 -0.459 0.134
O -29.421680 -14.286620 32.190320 0.075 -2.004 1.226 0.039
H -29.800860 -14.049710 30.095910 0.290 -0.325 0.374 0.119
H -30.735740 -13.094960 31.299310 0.069 0.026 -0.504 0.124
H -28.840630 -11.562910 31.739460 -0.910 0.430 -0.913 0.140
H -28.262060 -12.300180 30.133530 0.160 0.596 0.360 0.117
C -29.903060 -11.908410 24.939380 -0.328 -0.650 1.461 -0.072
C -28.831790 -12.099430 26.058910 -1.227 1.766 -1.322 -0.033
O -28.874390 -10.726010 26.537180 1.620 -1.708 2.360 0.056
C -29.274380 -9.875830 25.645300 -0.621 3.561 2.422 -0.637
O -29.300440 -8.675470 25.936420 0.109 -1.934 -1.743 0.106
O -29.792980 -10.487050 24.628630 -0.515 -1.084 -2.793 0.079
H -30.891120 -12.001060 25.390210 0.005 -0.045 0.260 0.111
H -29.944280 -12.637480 24.130140 0.907 0.726 -0.425 0.118
H -27.818320 -12.246700 25.685700 -0.198 -0.572 0.174 0.117
H -29.209730 -12.736700 26.858370 0.482 -0.118 -0.185 0.133
C -26.023720 -17.236420 31.715300 0.009 -1.207 0.372 -0.009
C -27.383050 -17.918260 31.753920 3.230 -1.839 -2.307 -0.415
O -27.764560 -17.691700 30.426540 -1.358 1.675 -1.321 0.108
C -27.204660 -16.455840 29.992630 -1.357 -0.502 -2.379 -0.510
O -27.467670 -15.814840 28.996120 -0.430 -1.592 1.647 0.158
O -26.240260 -16.159080 30.785260 1.943 0.463 2.241 0.087
F -28.161700 -17.440550 32.639710 -2.947 2.163 2.462 0.143
H -25.359610 -17.961460 31.244800 0.339 0.218 0.015 0.146
H -25.660520 -16.986510 32.712160 -0.064 0.788 -0.388 0.153
H -27.396460 -18.996230 31.914870 0.582 -0.190 -0.364 0.175
C -31.937460 -11.644890 22.197420 1.135 -0.163 3.908 -0.081
C -30.836050 -11.636130 21.201620 -1.354 0.773 0.409 -0.301
O -30.919520 -10.283460 20.775180 2.735 -0.644 -1.299 0.156
C -31.916560 -9.601200 21.283340 -1.514 2.873 -0.158 -0.529
O -32.162070 -8.428780 20.984850 0.418 -3.331 1.174 0.122
O -32.568720 -10.398170 22.157320 -1.647 1.365 -1.053 0.088
F -31.165610 -12.423920 20.189030 0.138 -1.014 -1.835 0.103
H -31.421140 -11.537870 23.151400 0.198 -0.445 0.221 0.097
H -32.556860 -12.516010 22.410930 -0.388 0.142 -1.198 0.126
H -29.867990 -11.942060 21.598310 0.207 0.509 -0.308 0.151
C -24.590280 -13.439860 31.014130 0.586 0.520 -0.354 0.007
C -24.858100 -12.690920 29.600640 3.088 -6.058 0.498 -0.421
O -23.985210 -11.706080 29.678440 0.633 2.379 0.452 0.156
C -23.963540 -11.324090 30.957020 2.249 1.893 2.708 -0.543
O -23.438560 -10.293910 31.254680 -0.694 -0.132 0.445 0.168
O -24.378600 -12.281530 31.863100 -0.571 1.189 -2.126 0.063
F -26.065070 -12.309530 29.502460 -4.156 1.499 -0.422 0.158
H -23.581740 -13.848560 31.076570 -0.129 -0.815 -0.902 0.136
H -25.296340 -14.140530 31.459820 -0.261 0.573 -0.383 0.103
H -24.503720 -13.196860 28.702570 -0.695 -0.914 0.017 0.146
C -30.741390 -3.855830 27.925850 2.183 0.665 4.907 -0.125
C -31.011120 -5.070870 28.878400 3.774 2.336 0.286 -0.332
O -31.047870 -6.060380 27.928390 -0.463 -1.542 0.416 0.138
C -31.535730 -5.539160 26.801310 -2.814 -2.199 -2.418 -0.461
O -32.072220 -6.231500 25.922870 2.069 2.775 2.249 0.132
O -31.502570 -4.196310 26.918320 -2.632 -0.962 -5.342 0.096
F -32.111940 -4.933840 29.603250 -1.784 -0.215 0.252 0.112
H -29.683770 -3.796670 27.668830 0.228 -0.267 -0.030 0.124
H -30.980690 -2.889430 28.369600 -0.505 -0.109 -0.110 0.155
H -30.191740 -5.210970 29.583440 0.143 -0.527 -0.237 0.159
C -32.113900 -18.004890 21.406020 -0.717 0.385 -0.745 -0.023
C -32.182270 -18.238270 22.917280 -0.484 0.261 -1.558 -0.333
O -32.111050 -16.883760 23.353270 -1.272 -0.087 -0.444 0.128
C -32.656990 -16.126780 22.364760 -1.308 3.611 0.064 -0.515
O -32.840430 -14.920930 22.469090 0.484 -2.851 -0.189 0.128
O -33.010050 -16.870440 21.275950 1.071 0.749 1.645 0.060
F -31.129650 -18.799320 23.450820 1.703 -1.354 0.457 0.101
H -32.564040 -18.653820 20.654780 0.715 -0.825 0.560 0.149
H -31.117300 -17.625320 21.180570 0.218 -0.508 -0.340 0.123
H -33.044420 -18.851680 23.179080 -0.492 0.690 0.531 0.175
C -32.849120 -9.015710 27.267890 2.016 2.694 2.539 -0.104
C -32.963660 -9.672500 26.018920 -1.429 -1.451 -0.454 -0.272
O -34.416740 -9.628920 25.755860 1.714 1.212 -0.247 0.139
C -34.976420 -9.008140 26.843550 -5.138 0.907 0.772 -0.500
O -36.164290 -8.631730 26.963340 4.140 -1.661 -1.197 0.105
O -34.133400 -8.916000 27.861940 0.840 0.111 -0.416 0.127
F -32.678790 -10.965320 26.265510 0.022 -2.802 -0.348 0.052
H -32.405950 -8.045870 27.041790 -0.525 0.444 0.465 0.112
H -32.106110 -9.499160 27.902170 -0.409 -0.252 0.245 0.146
H -32.138470 -9.394130 25.363440 -1.182 0.748 -1.259 0.174
C -29.493600 -16.628790 26.066570 -2.225 0.928 0.814 -0.041
C -28.390880 -17.372420 25.476960 -1.404 1.127 0.441 -0.286
O -27.559690 -16.266410 25.275440 3.863 -2.285 -1.486 0.154
C -28.256680 -15.193400 24.932190 0.523 1.349 -0.631 -0.636
O -27.908670 -14.242910 24.299960 0.922 -0.172 -0.249 0.142
O -29.409130 -15.287480 25.469630 -3.673 -1.329 1.426 0.130
F -28.822930 -17.989160 24.311800 1.405 0.206 0.656 0.062
H -29.287390 -16.562530 27.134840 -0.435 0.378 -0.018 0.113
H -30.440700 -17.127400 25.860450 -0.197 0.596 0.096 0.148
H -28.144000 -18.015170 26.321960 1.416 -0.780 -1.077 0.184
C -29.795000 -3.689730 23.005170 -0.233 -0.342 -2.940 -0.081
C -31.018530 -2.951420 23.440680 1.930 0.766 -0.376 -0.368
O -30.425510 -2.353220 24.548870 0.073 3.440 2.857 0.126
C -29.261210 -2.894550 24.968150 2.166 0.603 0.956 -0.482
O -28.397790 -2.494500 25.773520 -3.945 -1.176 -2.424 0.123
O -29.137810 -3.994350 24.210790 1.479 -0.872 -0.475 0.083
F -31.946320 -3.741710 23.840320 -2.807 -2.459 1.222 0.149
H -29.248920 -3.024290 22.336530 0.744 0.472 0.540 0.146
H -29.947620 -4.508780 22.302330 -0.318 -0.717 0.947 0.142
H -31.524270 -2.201600 22.832330 0.826 0.272 -0.321 0.182
C -33.932140 -13.898410 28.650350 -2.227 -0.075 3.331 -0.074
C -32.635670 -14.278900 28.188460 -0.032 -1.722 -0.715 -0.376
O -31.725090 -13.399920 28.789980 0.513 -2.943 -1.003 0.162
C -32.430090 -12.398400 29.263690 -1.388 0.546 0.057 -0.616
O -31.901610 -11.506170 29.796390 0.691 2.423 1.223 0.191
O -33.752370 -12.569610 29.087690 0.185 1.115 -0.175 0.121
F -32.739540 -13.999320 26.909860 1.431 0.974 -4.286 0.099
H -34.107040 -14.430990 29.585160 -0.778 -0.491 -0.066 0.149
H -34.723060 -14.029120 27.911800 0.150 0.203 0.217 0.161
H -32.530990 -15.363850 28.185200 1.317 0.221 1.050 0.159
```
Positions in Å, forces in eV/Å.

* E_LUMO: -0.011 Eh
* E: -7624.29916 hartree
* gap between HOMO and LUMO: 0.275 hartree
* total charge: 0